# 1
This record from the Open Molecules 2025 dataset describes C39H45N5O6SSi3Ti as an isolated structure at a distorted geometry. The level of theory is ωB97M-V/def2-TZVPD.

Summary:
* gap between HOMO and LUMO: 7.234 eV
* 2S+1: 1
* ΔE to the lowest compared entry with this formula, charge and spin: 2.489 eV
* LUMO level: -0.61 eV
* charge: 0
* energy: -118494.68625 eV

Positions of all 100 atoms, in Å:
Ti -1.17017 0.52982 0.64542
O -1.85361 2.34643 -2.93297
C -1.73921 1.95342 -1.78538
N -0.86237 1.03943 -1.31070
C -0.06835 0.50495 -2.39238
C -0.81088 -0.10943 -3.40798
C -0.23344 -0.68753 -4.51687
C 1.13634 -0.64813 -4.67019
C 1.89980 0.00466 -3.72837
C 1.33684 0.59972 -2.60354
N 2.24724 1.36331 -1.79959
C 1.93310 2.70196 -1.57431
O 1.05781 3.28793 -2.16376
C 2.83894 3.39167 -0.58320
C 4.05007 3.93730 -0.99546
C 4.85916 4.52731 -0.04137
C 4.44239 4.51742 1.28088
C 3.19382 3.99481 1.57423
N 2.38190 3.47871 0.66023
C -2.73748 2.47000 -0.78568
C -3.69271 3.37700 -1.22788
C -4.75012 3.69138 -0.39823
C -4.78525 3.12198 0.86978
C -3.76282 2.28125 1.25325
N -2.76026 1.93494 0.43686
H -1.88696 -0.10355 -3.31456
H -0.85686 -1.15798 -5.26572
H 1.60544 -1.08666 -5.54031
H 2.96479 0.09566 -3.88305
H 4.34639 3.89033 -2.03496
H 5.79827 4.98845 -0.31793
H 5.07049 4.91195 2.06720
H 2.82967 3.98942 2.59382
H -3.58925 3.75675 -2.23346
H -5.53848 4.35388 -0.72798
H -5.60121 3.31530 1.55047
H -3.75266 1.86140 2.24888
C -4.40041 -0.39599 -1.07700
Si -3.34162 -1.86195 -0.46730
C -4.61687 -3.13520 0.17294
C -2.67028 -2.66298 -2.05099
C -2.09143 -1.41295 0.87998
Si -0.64161 -2.67552 0.94645
C -1.27404 -4.47480 0.87822
C 0.39919 -2.56248 2.53350
C 0.48204 -2.43039 -0.55738
Si -2.86353 -1.24439 2.58884
C -4.70634 -0.74407 2.71871
C -2.88913 -2.73666 3.76934
C -1.92963 0.19304 3.46633
C -1.76063 0.37885 4.83188
C -1.14562 1.52953 5.30239
C -0.71335 2.48357 4.39286
C -0.88367 2.22563 3.04525
N -1.49028 1.12323 2.60890
H -5.26071 -0.77544 -1.63074
H -3.84821 0.26068 -1.75064
H -4.78609 0.21045 -0.25648
H -4.85508 -3.86944 -0.59699
H -5.55086 -2.65534 0.46742
H -4.23694 -3.68028 1.03800
H -3.48951 -2.79835 -2.75923
H -2.23271 -3.64218 -1.85937
H -1.91180 -2.05949 -2.53958
H -1.83731 -4.73843 1.77480
H -0.43443 -5.16755 0.80409
H -1.92352 -4.65361 0.02109
H -0.04901 -1.87689 3.25293
H 1.38078 -2.15195 2.30205
H 0.53888 -3.52734 3.02168
H -0.07574 -2.31473 -1.48539
H 1.17594 -3.26285 -0.68489
H 1.06984 -1.53058 -0.41463
H -5.31033 -1.63999 2.57247
H -5.03479 -0.01072 1.98293
H -4.94281 -0.35594 3.71139
H -3.35727 -3.58288 3.26402
H -3.49198 -2.52569 4.65398
H -1.89900 -3.05225 4.09527
H -2.11968 -0.37442 5.51983
H -1.00663 1.68833 6.36345
H -0.25076 3.40133 4.72609
H -0.54048 2.91881 2.28373
O 0.30107 0.12888 1.22406
O 1.15015 0.35774 2.24682
O 8.52659 -2.12552 -3.81161
C 8.35208 -1.81159 -2.50821
O 9.20645 -2.07493 -1.70936
C 7.06628 -1.15352 -2.14712
C 6.31456 -0.39510 -3.03831
C 5.13278 0.20709 -2.63414
C 4.66950 0.01956 -1.34009
S 3.18460 0.57739 -0.58536
C 5.44106 -0.71625 -0.42870
C 6.63077 -1.28013 -0.82451
H 7.73830 -1.93362 -4.33035
H 6.66141 -0.22873 -4.05220
H 4.58154 0.83554 -3.32002
H 5.07737 -0.81746 0.58808
H 7.24253 -1.84430 -0.13437

---

# 2
This record from the Open Molecules 2025 dataset describes C39H45N5PS2Ti as an isolated structure. The level of theory is ωB97M-V/def2-TZVPD.

Summary:
* gap between HOMO and LUMO (spin up / spin down): 7.057 / 7.139 eV
* 2S+1: 2
* ΔE to the lowest compared entry with this formula, charge and spin: 0.020 eV
* LUMO level (spin up / spin down): 0.02 / 0.09 eV
* charge: 0
* energy: -102702.08313 eV

Positions of all 93 atoms, in Å:
Ti -0.45846 0.62200 -0.59051
C -3.24030 -1.78059 1.05327
C -3.03154 -0.86808 2.25734
C -1.86633 0.10689 2.14254
N -1.87919 0.92371 0.93755
C -2.66614 1.97273 0.86998
C -3.51791 2.40478 1.91507
C -4.55674 3.30962 1.92931
C -5.08450 4.09757 0.91487
C -4.53485 4.23067 -0.34531
C -3.36693 3.70429 -0.87187
C -2.43014 2.79188 -0.34852
N -1.26873 2.51624 -0.92987
C -0.81045 3.35417 -2.02355
C -1.17510 2.78100 -3.38716
C -0.49328 1.44143 -3.61761
N -0.89098 0.40658 -2.67405
C -1.50822 -0.67864 -3.08773
C -2.17349 -0.77596 -4.33906
C -2.79025 -1.82765 -4.97392
C -2.87377 -3.17279 -4.62275
C -2.34999 -3.72428 -3.47337
C -1.73316 -3.12688 -2.38119
C -1.45923 -1.78118 -2.07959
N -1.00392 -1.37439 -0.90651
C -0.83991 -2.30940 0.19569
C -2.14770 -2.82032 0.81162
H -3.37439 -1.17479 0.14884
H -4.18363 -2.31398 1.19567
H -2.84547 -1.48361 3.14560
H -3.95842 -0.32090 2.44891
H -0.92257 -0.43923 2.14827
H -1.80978 0.74840 3.03067
H -3.36931 1.88467 2.85254
H -5.06186 3.38307 2.88760
H -5.97736 4.66557 1.13630
H -5.07123 4.88603 -1.02434
H -3.14138 4.04882 -1.87206
H 0.28312 3.41196 -1.94974
H -1.17782 4.37826 -1.90870
H -0.84770 3.47649 -4.16554
H -2.26029 2.67043 -3.48043
H 0.58695 1.58789 -3.47500
H -0.61808 1.11299 -4.65187
H -2.25598 0.16627 -4.86392
H -3.26480 -1.56367 -5.91322
H -3.37575 -3.83556 -5.31505
H -2.45087 -4.80178 -3.38123
H -1.44271 -3.82233 -1.60471
H -0.23566 -1.80672 0.95506
H -0.22398 -3.16331 -0.11955
H -1.88492 -3.31021 1.75527
H -2.56434 -3.59958 0.16942
C 4.00822 -2.17653 -1.83097
C 3.48803 -1.00308 -2.66333
C 4.59496 0.01744 -2.93613
C 2.87291 -1.50893 -3.97618
C 2.39665 -0.33931 -1.91893
N 1.51112 0.11982 -1.35153
H 4.77330 -2.68772 -2.41602
H 3.21115 -2.88610 -1.60911
H 4.44530 -1.82553 -0.89942
H 5.39559 -0.48493 -3.47933
H 4.98981 0.42463 -2.00775
H 4.22518 0.83930 -3.54865
H 3.64690 -2.02544 -4.54367
H 2.49350 -0.68461 -4.57903
H 2.05640 -2.20521 -3.78826
S 4.38327 0.53619 0.78609
P 2.79109 0.70993 1.93727
S 1.12873 1.67923 1.27160
C 3.24078 1.54889 3.48940
C 2.36605 2.40396 4.14893
C 2.73095 2.98615 5.35482
C 3.96964 2.71235 5.91238
C 4.84753 1.85952 5.25567
C 4.48802 1.28494 4.05023
C 2.23861 -0.93561 2.51590
C 2.71281 -2.09789 1.92417
C 2.25309 -3.34078 2.34033
C 1.32255 -3.43143 3.36260
C 0.85680 -2.27298 3.97546
C 1.31394 -1.03595 3.55472
H 1.40278 2.62510 3.70887
H 2.04575 3.65802 5.85422
H 4.25393 3.16751 6.85130
H 5.81975 1.64893 5.68097
H 5.18155 0.63991 3.52575
H 3.45821 -2.01557 1.14349
H 2.63114 -4.23994 1.86969
H 0.96698 -4.39926 3.69239
H 0.14133 -2.33597 4.78463
H 0.94517 -0.13759 4.03395

---

# 3
This record from the Open Molecules 2025 dataset describes C39H45N6O2Rh as an isolated structure. The level of theory is ωB97M-V/def2-TZVPD.

Summary:
* gap between HOMO and LUMO (spin up / spin down): 6.310 / 5.292 eV
* 2S+1: 5
* ΔE to the lowest compared entry with this formula, charge and spin: 0.424 eV
* LUMO level (spin up / spin down): -4.80 / -7.78 eV
* charge: +2
* energy: -57202.82181 eV

Positions of all 93 atoms, in Å:
Rh -0.31978 0.55575 0.85441
C 0.70065 -4.10639 -3.76229
C -0.42124 -4.78082 -3.02598
C -0.65868 -6.14449 -3.16468
C -1.69393 -6.77218 -2.48903
C -2.53516 -6.03764 -1.66662
C -2.33463 -4.67349 -1.52888
C -1.27724 -4.05997 -2.19140
N -1.07613 -2.65056 -2.05221
C -0.90396 -1.97748 -0.89377
N -0.75625 -2.73311 0.22757
C -0.35693 -2.36496 1.52946
C -0.04919 -1.06247 1.92964
C 0.45318 -0.82086 3.20975
C 0.59547 -1.85724 4.11004
C 0.26197 -3.14823 3.71519
C -0.19747 -3.42907 2.43987
C -0.50456 -4.84470 2.03450
N -0.84427 -0.67521 -0.84590
C -1.16489 0.15353 -1.95606
C -0.17687 1.03316 -2.40712
C -0.45067 1.94821 -3.40796
C -1.72293 1.99522 -3.96378
C -2.70572 1.13556 -3.50292
C -2.46147 0.20621 -2.49239
C -3.58461 -0.67103 -2.00687
H 1.37938 -4.84343 -4.18542
H 1.27524 -3.45153 -3.10486
H 0.32843 -3.49691 -4.58950
H -0.01212 -6.72415 -3.81047
H -1.84938 -7.83484 -2.61233
H -3.35661 -6.51697 -1.15315
H -3.00951 -4.07857 -0.92516
H -1.01297 -2.09153 -2.89067
H -0.74892 -3.72797 0.05095
H 0.73185 0.18770 3.49767
H 0.96979 -1.67144 5.10690
H 0.37561 -3.96591 4.41472
H -0.39212 -5.51556 2.88230
H 0.17278 -5.20167 1.25237
H -1.52711 -4.95078 1.66348
H 0.81662 0.97746 -1.97406
H 0.32521 2.61407 -3.75828
H -1.95058 2.70139 -4.74990
H -3.70073 1.18632 -3.92809
H -4.53961 -0.15923 -2.11563
H -3.46494 -0.95281 -0.95868
H -3.64853 -1.60053 -2.57455
N -2.40973 0.33496 1.29228
C -2.91768 1.16678 2.40974
C -2.91414 2.64175 2.04062
C -1.53493 3.24915 1.83766
N -0.84462 2.67533 0.66000
H -2.93247 0.54407 0.44288
H -2.56924 -0.64978 1.48750
H -2.27461 0.98127 3.27296
H -3.92836 0.85033 2.67408
H -3.41331 3.19217 2.83928
H -3.52382 2.79965 1.14351
H -0.90267 3.06258 2.70948
H -1.61781 4.33216 1.71968
H 0.04834 3.15617 0.52510
H -1.38009 2.85900 -0.18772
C 1.12593 6.31655 3.15561
O 1.73824 5.11718 2.68554
C 1.67013 4.85396 1.35387
C 0.87842 5.54037 0.44565
C 0.89906 5.18441 -0.90239
C 1.72521 4.16307 -1.34086
C 2.53508 3.48343 -0.43833
C 2.50203 3.80403 0.91222
N 3.30926 3.19707 1.87524
C 4.17673 2.15804 1.73163
C 4.01724 0.97435 0.94549
C 5.12927 0.21678 0.62667
C 5.03668 -0.94677 -0.15833
C 3.81264 -1.40543 -0.65722
C 2.67595 -0.71579 -0.32315
C 2.72845 0.44464 0.50940
O 1.66643 1.02055 0.92360
H 1.37648 6.38699 4.20930
H 0.04096 6.27233 3.04126
H 1.51946 7.18424 2.62405
H 0.26256 6.36488 0.77385
H 0.29313 5.73762 -1.60653
H 1.78152 3.92260 -2.39348
H 3.22603 2.73060 -0.79227
H 3.42807 3.76235 2.70464
H 5.06748 2.21759 2.34188
H 6.10367 0.53998 0.96850
H 5.94358 -1.48826 -0.39207
H 3.77276 -2.29018 -1.27505
H 1.69623 -1.04361 -0.64596

---

# 4
This record from the Open Molecules 2025 dataset describes a 5-piece molecular cluster, C39H46BClF32N3O6P overall at a distorted geometry. The level of theory is ωB97M-V/def2-TZVPD.

Summary:
* gap between HOMO and LUMO: 7.852 eV
* 2S+1: 1
* ΔE to the lowest compared entry with this formula, charge and spin: 0.000 eV
* LUMO level: 0.02 eV
* charge: 0
* energy: -167392.51364 eV

Positions of all 129 atoms, in Å:
C 0.46683 -5.00216 2.17892
C 0.01593 -5.57291 0.80391
P 1.29855 -6.11838 -0.36973
C 2.28330 -7.52821 0.28912
C 2.09049 -7.85355 1.78060
C 2.38729 -4.63575 -0.79019
C 3.56885 -4.75642 0.05029
N 4.55228 -4.95755 0.59388
C 1.69075 -3.30123 -0.43935
C 2.57769 -2.10037 -0.07197
C 2.67200 -1.85797 1.43841
C 3.48093 -0.61067 1.77731
N 4.90253 -0.82909 1.95248
C 5.69713 -0.11970 2.82788
C 6.99695 -0.57471 2.73991
C 7.01232 -1.61252 1.75735
C 5.71127 -1.72050 1.30130
C 2.80490 -4.75620 -2.28658
C 3.63822 -3.62657 -2.67946
N 4.24509 -2.69017 -2.92360
C 3.64056 -6.04238 -2.60379
C 2.88454 -7.20859 -3.24522
C 3.76443 -8.44839 -3.11567
Cl 2.97002 -9.89492 -3.76311
B 1.56215 -4.68364 -3.31694
O 0.23863 -4.59858 -2.96185
O 1.89306 -4.67949 -4.66596
H 0.17485 -5.65233 2.99423
H 1.53443 -4.81704 2.17695
H -0.03694 -4.05342 2.34929
H -0.61685 -4.87634 0.26662
H -0.59890 -6.45124 0.98073
H 1.97046 -8.39093 -0.29061
H 3.35009 -7.41023 0.11922
H 2.80001 -7.29547 2.38130
H 1.07306 -7.70890 2.11906
H 2.34188 -8.90224 1.92190
H 1.06227 -3.46588 0.43049
H 1.01094 -2.98481 -1.22201
H 3.57439 -2.12813 -0.49607
H 2.10393 -1.21900 -0.49021
H 1.66417 -1.67971 1.80676
H 3.10357 -2.72453 1.93429
H 3.30422 0.17529 1.04360
H 3.11112 -0.24671 2.73208
H 5.31034 0.66541 3.45183
H 7.85840 -0.22479 3.27746
H 7.83944 -2.20443 1.42146
H 5.41191 -2.41434 0.53797
H 4.40694 -5.75404 -3.31623
H 4.17200 -6.40786 -1.72924
H 1.94831 -7.44771 -2.75141
H 2.73753 -7.06379 -4.30948
H 3.93326 -8.63599 -2.05978
H 4.74601 -8.29622 -3.55020
H -0.08199 -3.69168 -2.92164
H 2.18676 -3.79516 -4.91842
F 0.03859 1.74207 -3.02136
C 0.91081 0.72033 -3.08235
F 0.36426 -0.32960 -2.41048
C 2.25044 1.07182 -2.43280
F 2.07764 1.30737 -1.11122
F 2.99997 -0.05602 -2.54240
C 3.06559 2.21704 -3.05541
O 2.98884 3.48274 -2.42202
C 2.00223 4.38559 -2.72581
F 1.25325 3.98991 -3.77133
F 2.60408 5.53934 -3.08240
C 1.14612 4.68950 -1.49337
F 0.55183 3.57027 -1.03746
F 0.17151 5.57104 -1.82525
H 1.05348 0.42579 -4.12545
H 4.10583 1.92279 -2.92616
H 2.90584 2.28803 -4.13132
H 1.76143 5.11253 -0.69743
F -2.50944 9.18894 -1.33822
C -1.57787 8.51717 -2.04445
F -0.41975 9.21586 -1.96332
C -1.97642 8.37960 -3.51394
F -2.04471 9.59801 -4.09316
F -0.95324 7.70649 -4.11228
C -3.25612 7.58572 -3.82769
O -4.43868 8.32248 -4.08808
C -5.28129 8.71418 -3.07920
F -4.93593 8.18520 -1.89467
F -6.51321 8.24133 -3.38225
C -5.39636 10.23887 -3.00860
F -4.19446 10.79321 -2.76301
F -6.23161 10.57096 -1.99798
H -1.42022 7.53463 -1.59246
H -3.04755 7.08841 -4.77326
H -3.42576 6.79040 -3.10148
H -5.78674 10.63285 -3.94898
F -2.41315 -3.18438 5.80143
C -2.80869 -2.56385 6.93033
F -3.80739 -3.29434 7.47707
C -3.33119 -1.15451 6.64046
F -4.43681 -1.21992 5.87040
F -3.70959 -0.64824 7.84863
C -2.34412 -0.13771 6.04186
O -2.40572 0.08826 4.64327
C -1.69634 -0.68204 3.75501
F -0.84656 -1.51970 4.37661
F -0.94226 0.16256 3.01478
C -2.63120 -1.42639 2.79784
F -3.44466 -2.25718 3.48143
F -1.88391 -2.17038 1.94598
H -1.97464 -2.52988 7.63694
H -2.63662 0.81821 6.47260
H -1.32316 -0.31795 6.37808
H -3.23905 -0.73601 2.22786
F -4.59533 3.94205 -1.03687
C -5.34700 5.04263 -0.83114
F -4.74481 6.07717 -1.46178
C -5.46099 5.37056 0.65977
F -4.24439 5.67548 1.15928
F -6.22096 6.49892 0.72988
C -6.14715 4.33424 1.56742
O -5.30999 3.47558 2.32442
C -4.84363 2.29517 1.81262
F -5.40075 1.99827 0.62489
F -5.19534 1.31049 2.67223
C -3.31684 2.28951 1.73817
F -2.87234 3.27230 0.93680
F -2.90682 1.10368 1.21513
H -6.33653 4.89409 -1.27218
H -6.66414 4.92439 2.32174
H -6.92194 3.78096 1.03703
H -2.88071 2.41596 2.73115

---

Question: charge of number 3 (C39H45N6O2Rh)?
Answer: +2

---

Question: energy of number 1 (C39H45N5O6SSi3Ti)?
Answer: -118494.68625 eV